101
Properties=species:S:1:pos:R:3:forces:R:3:mulliken_charge:R:1 method="wB97M-V/def2-TZVPD" charge=+1 homo_energy_ha=-0.3743 e_above_lowest_kcal_mol=13.3 gap_ev=7.202
La -0.295284 -0.857184 -0.319019 0.1255 0.5952 0.9517 0.1861
O 3.852190 0.322818 5.895821 0.0243 -0.0163 -0.0382 -0.5052
C 4.422835 -0.244495 4.734173 -0.1092 0.0299 0.0151 -0.6548
C 3.340776 -0.427669 3.705188 0.0952 0.0338 0.0363 0.0543
C 3.531401 -1.283973 2.629938 -0.0795 -0.0632 0.0066 -1.1859
C 2.521870 -1.408807 1.698543 0.1066 0.1242 -0.0736 -0.7267
N 1.378286 -0.723663 1.767402 -0.0044 0.0296 -0.0416 0.8880
C 1.169662 0.074458 2.822060 -0.1675 0.0421 -0.0012 -0.1724
C 2.132741 0.248120 3.805187 -0.0127 -0.0684 -0.0044 -0.2203
C -0.185982 0.704930 2.929498 0.1575 -0.1612 -0.0071 0.2680
C -0.464871 1.654035 3.897913 -0.0505 0.0262 -0.0024 -0.3466
C -1.762170 2.133596 4.038744 0.0456 0.0177 0.0403 0.4255
C -2.081977 3.160506 5.099107 0.0175 -0.0171 0.0132 -0.8274
O -1.031560 4.083662 5.292072 0.0006 -0.0135 -0.0180 -0.5053
C -2.734494 1.631677 3.192388 -0.0934 -0.0622 -0.0596 -1.1156
C -2.369157 0.716840 2.219525 0.0575 0.0139 0.0524 -0.9003
N -1.125546 0.262317 2.075411 0.0961 0.1349 -0.1338 0.8347
H 4.537457 0.443125 6.558857 0.0208 0.0171 0.0179 0.3218
H 4.886195 -1.214406 4.939161 -0.0133 -0.0040 0.0241 0.3529
H 5.194457 0.411060 4.312409 0.0039 -0.0169 -0.0238 0.3125
H 4.438136 -1.863651 2.519852 0.0154 0.0050 0.0166 0.5188
H 2.637537 -2.068108 0.845883 -0.0046 0.0141 -0.0091 0.4635
H 1.949893 0.869716 4.666517 0.0390 0.0055 0.0173 0.6200
H 0.309622 2.041614 4.542533 -0.0115 0.0178 0.0171 0.6567
H -2.212286 2.651121 6.056004 -0.0168 -0.0005 -0.0039 0.2801
H -3.028833 3.654836 4.864425 0.0164 0.0176 -0.0173 0.3907
H -0.996760 4.679331 4.535989 0.0037 0.0242 0.0240 0.3203
H -3.761699 1.968089 3.251156 0.0016 0.0075 0.0176 0.4722
H -3.100511 0.347555 1.511561 -0.0167 0.0004 0.0020 0.2864
C -2.191733 1.313154 -4.969364 -0.0986 -0.0316 -0.1511 -1.2368
Si -1.108322 0.400666 -3.751266 0.0751 -0.0447 0.0712 0.1635
C -1.616177 -1.397931 -3.941519 -0.0680 -0.1303 0.0195 -1.2183
C 0.653452 0.668811 -4.323466 0.1229 0.0562 -0.0446 -0.5278
C -1.320481 0.917531 -1.962839 -0.4173 0.0633 0.0602 2.0358
C -2.680796 0.457142 -1.538308 -0.0690 0.0630 0.0448 -0.9555
C -3.904447 1.070971 -1.875278 0.1635 0.0233 -0.0225 -0.5993
C -5.096066 0.496132 -1.499929 -0.0839 -0.0238 0.0133 -0.9926
C -5.104234 -0.698256 -0.775251 -0.0288 0.0356 -0.0171 -0.5964
C -3.891382 -1.245642 -0.442122 0.0737 0.0664 -0.0035 -1.0149
N -2.728663 -0.676683 -0.795934 -0.1961 -0.0307 -0.1496 1.0688
Si -0.963828 2.714470 -1.640355 -0.0029 -0.0895 -0.0784 0.1167
C 0.796814 3.150557 -2.104291 0.1414 0.0255 -0.0382 -0.8446
C -2.019009 4.003123 -2.497585 -0.1031 0.1392 0.0290 -1.2050
C -1.167854 3.089338 0.189799 0.0467 0.0262 0.1639 -0.8426
H -2.001674 0.887896 -5.959776 -0.0332 0.0150 -0.0162 0.4091
H -1.979969 2.378945 -5.029502 0.0149 0.0452 0.0002 0.3402
H -3.255626 1.180051 -4.763687 -0.0166 0.0277 0.0066 0.3232
H -1.142501 -1.840510 -4.821516 -0.0214 0.0044 -0.0223 0.4826
H -2.697662 -1.441765 -4.100663 -0.0031 -0.0141 -0.0252 0.3841
H -1.415396 -2.057728 -3.096840 0.0235 0.0157 0.0034 0.2560
H 0.912810 -0.024669 -5.126849 -0.0067 -0.0171 -0.0064 0.3952
H 1.381784 0.554603 -3.520629 0.0170 -0.0162 -0.0044 -0.4229
H 0.772078 1.677867 -4.723317 0.0213 0.0148 0.0245 0.5013
H -3.890325 1.974789 -2.465704 -0.0061 0.0136 -0.0066 0.4992
H -6.030141 0.963900 -1.784850 -0.0110 -0.0052 0.0054 0.4760
H -6.025031 -1.185695 -0.490120 -0.0132 0.0183 -0.0007 0.4437
H -3.812923 -2.162290 0.132014 -0.0015 -0.0158 -0.0128 0.3710
H 0.855817 3.512346 -3.132237 -0.0014 -0.0075 -0.0167 0.3580
H 1.498896 2.322839 -2.015531 0.0256 0.0012 0.0254 0.0010
H 1.149509 3.958447 -1.457573 0.0196 0.0177 -0.0143 0.3973
H -1.945222 3.958906 -3.582732 -0.0098 -0.0107 -0.0403 0.3249
H -1.646586 4.984236 -2.187260 -0.0134 0.0212 -0.0262 0.4013
H -3.074770 3.966418 -2.225331 -0.0167 0.0056 0.0083 0.3841
H -0.453969 2.546386 0.817653 0.0020 0.0036 0.0198 0.0256
H -2.173715 2.855846 0.544516 -0.0168 0.0033 -0.0042 0.1676
H -0.997902 4.155450 0.361434 -0.0023 0.0090 -0.0083 0.6178
O 1.712014 -4.086886 -5.065196 0.3822 0.3913 -0.2460 -0.5511
C 2.376484 -2.938502 -5.061479 -0.1861 -0.3704 -0.0756 0.3259
O 2.873701 -2.474378 -6.050531 0.0764 0.0876 -0.0683 -0.5817
C 2.484076 -2.222955 -3.750882 0.1645 0.2208 -0.0424 0.0798
C 3.349718 -1.171790 -3.495243 0.1671 0.0690 0.0763 0.3644
Cl 4.455448 -0.423064 -4.533826 -0.0339 -0.0616 0.0382 -0.1030
N 3.129345 -0.730480 -2.230569 -0.1437 0.1180 0.1876 0.4119
N 2.087985 -1.400746 -1.676418 0.1761 -0.0308 -0.0174 -0.0334
C 1.728881 -2.311492 -2.574958 -0.0720 -0.1661 0.0059 -0.1449
C 0.639331 -3.276668 -2.207385 -0.3145 0.1401 0.4564 0.6889
O 0.522653 -4.324391 -2.815894 -0.1221 -0.1058 0.1414 -0.7856
O -0.100879 -2.885843 -1.221025 0.4513 -1.1385 -0.7849 -0.0836
C 3.829997 0.243383 -1.434657 -0.0686 -0.2313 -0.1837 0.2072
C 5.197909 0.431843 -1.568128 -0.0078 0.0662 0.0272 -0.7065
C 5.830284 1.386021 -0.783644 -0.0057 -0.0167 -0.0259 -0.8205
C 5.117586 2.130234 0.144107 -0.0258 -0.0237 0.0020 -0.8094
C 3.762000 1.888468 0.315832 0.0527 -0.0240 0.0110 -1.2701
C 3.125463 0.943455 -0.469187 -0.0086 -0.0983 0.1707 0.6958
H 1.335393 -4.288302 -4.172549 -0.1806 -0.1383 0.0783 0.4554
H 5.776482 -0.159798 -2.256916 0.0000 -0.0288 -0.0896 0.5793
H 6.894388 1.536919 -0.901633 0.0114 0.0103 0.0116 0.4262
H 5.620135 2.875956 0.744470 -0.0006 0.0127 0.0037 0.4675
H 3.196497 2.428574 1.064074 -0.0044 0.0078 0.0055 0.5253
H 2.100491 0.682465 -0.254222 -0.0698 0.2909 -0.2291 0.4558
C -3.435413 -5.874129 3.447085 -0.0170 -0.0364 -0.0383 -1.0852
N -2.477549 -5.125195 2.657177 0.1217 0.0706 0.0015 -0.1066
C -2.046721 -3.893996 2.936836 -0.0988 0.0894 -0.1255 0.4835
N -2.589699 -3.272069 3.997889 0.0558 0.0187 -0.0404 -0.3414
S -0.856426 -3.149399 1.986550 0.0099 -0.1245 0.1322 -0.3989
H -3.610585 -6.827679 2.957947 0.0017 -0.0048 0.0240 0.3523
H -4.391010 -5.349740 3.506514 0.0043 0.0106 0.0102 0.3427
H -3.060897 -6.070724 4.454438 -0.0039 0.0048 -0.0011 0.3429
H -2.017108 -5.564368 1.876805 -0.0449 -0.0041 -0.0141 0.2577
H -3.194928 -3.740316 4.650213 -0.0093 -0.0160 -0.0089 0.2104
H -2.201770 -2.381503 4.252343 -0.0111 -0.0001 0.0032 0.1699


14
Properties=species:S:1:pos:R:3:forces:R:3:nbo_charge:R:1 method="wB97M-V/def2-TZVPD" homo_energy_ha=-0.2933 e_above_lowest_kcal_mol=147.0 gap_ev=8.751
C -1.530180 -0.165103 -0.200461 -0.3698 -0.0491 -0.2138 -0.6249
C -0.026013 -0.290701 0.904835 0.4165 -0.2708 0.2445 0.1489
C 1.137782 -0.991816 0.208222 -0.1797 -0.2667 0.0848 -0.1826
O 2.030961 -0.217607 -0.573820 0.1214 0.1811 0.1143 -0.7243
C -0.332723 1.186454 -0.051950 -0.1124 0.3575 -0.2859 -0.0316
O 0.353451 1.071066 1.131706 -0.0551 -0.0707 0.0377 -0.5359
H -1.409349 -1.229523 -0.410555 0.0700 0.2114 0.0743 0.2453
H -1.823530 0.266377 -1.174321 0.0331 -0.0225 0.0919 0.1974
H -2.346620 -0.023772 0.506453 0.1534 -0.0150 -0.1060 0.2349
H 0.779574 -1.807726 -0.425854 0.0144 0.1157 0.0984 0.1882
H 1.677857 -1.456502 1.051285 -0.0901 0.1042 -0.1013 0.1938
H 2.299317 0.521430 -0.008066 0.0359 -0.1050 -0.1607 0.4701
H -1.094213 1.963089 -0.008724 0.0831 -0.1517 -0.0020 0.2107
H 0.283683 1.174338 -0.948749 -0.1204 -0.0185 0.1239 0.2100


14
Properties=species:S:1:pos:R:3:forces:R:3:nbo_charge:R:1 method="wB97M-V/def2-TZVPD" smiles="NC(=O)N(CO)[N+](=O)[O-]" homo_energy_ha=-0.3983 e_above_lowest_kcal_mol=33.9 gap_ev=11.361
N 1.963111 1.131943 0.425840 0.6831 0.9387 0.3585 -0.8235
C 1.568639 -0.026925 -0.015163 -3.3409 -0.2415 -0.1461 0.8646
O 2.053167 -1.053600 -0.317314 0.4267 -0.2849 -0.0360 -0.5440
N -0.164339 -0.026444 -0.101386 3.3192 -0.4890 0.0833 -0.3448
C -0.795465 -1.311147 -0.338019 -0.1970 0.1115 -0.5476 0.0679
O -1.712770 -1.628981 0.645991 -0.4950 -0.1730 0.4208 -0.7035
N -0.920277 1.054642 -0.101514 0.1815 -0.2493 -0.0409 0.6423
O -0.392653 2.142896 0.091603 0.0322 0.8074 0.1093 -0.4707
O -2.108894 0.906232 -0.283144 -0.9408 0.0457 -0.1714 -0.4365
H 1.273652 1.887390 0.510849 0.1341 -0.3692 -0.0742 0.4536
H 2.950475 1.289740 0.561640 -0.0828 -0.0902 -0.0884 0.4183
H 0.001107 -2.055426 -0.310396 -0.0727 0.1930 -0.0459 0.2185
H -1.255198 -1.296137 -1.339812 0.0934 -0.0216 0.2263 0.1700
H -2.460560 -1.014183 0.570822 0.2590 -0.1773 -0.0475 0.4878